DFT (the ωB97M-V functional and the def2-TZVPD basis) results for a cluster of 2 separate species, C3H9NO3 in total.

Cartesian coordinates (Å):
O  -2.93641  -0.50185  -0.26218
O  1.12589  1.20284  2.36586
O  -0.77598  0.17794  1.83002
N  0.49314  -0.90498  -1.82092
C  0.33642  0.32776  -0.98482
C  0.33276  0.51109  1.52207
C  1.17583  0.21171  0.31975
H  1.59202  -0.79141  0.37370
H  -0.65346  0.27052  -0.59159
H  -2.30939  0.16283  -0.41442
H  0.38516  1.23889  -1.60386
H  2.09875  0.76495  0.20545
H  -3.10381  -1.08644  -0.89880
H  1.46859  -1.10274  -1.87066
H  0.12890  -1.75348  -1.39196
H  0.64157  1.27235  3.22234

Force components x, y, z for each atom (eV/Å):
O -0.994 2.090 5.229
O -0.422 0.303 1.382
O -0.050 -0.074 -0.761
N -0.314 0.788 -0.187
C -0.115 -2.184 0.253
C 1.498 0.270 1.066
C -0.167 0.270 -2.098
H -0.590 -0.409 0.287
H -0.742 0.168 -0.193
H 1.027 0.853 -0.892
H 0.587 -0.413 0.442
H -0.067 0.809 0.671
H -0.459 -3.065 -4.352
H 0.882 -0.021 -0.467
H -0.407 0.539 0.293
H 0.332 0.077 -0.675

**Energy relative to the best compared isomer or geometry (same formula, charge and spin)**: 165.6 kJ/mol
**Structure (SMILES)**: NCCC(=O)O.O
**Gap between HOMO and LUMO**: 10.37 eV
**HOMO energy**: -9.679 eV

***

DFT (the ωB97M-V functional and the def2-TZVPD basis) results for a structure of composition C32H56HgI3N8.

Cartesian coordinates (Å):
Hg  0.99999  -0.18349  0.25390
I  0.64598  -2.62389  1.08012
I  2.50366  0.82743  -1.64319
I  0.34116  1.59943  2.26035
N  -1.63627  -0.55184  -1.70033
N  6.23578  -0.63979  3.67290
N  -2.63287  -4.30299  -3.99830
N  0.97429  -3.41947  5.44976
N  -3.43226  1.03675  5.02787
N  2.73385  -1.72198  -6.75852
N  1.88805  6.28561  5.32543
N  -4.10794  2.16637  -1.97415
C  -4.60109  -1.04097  -3.35393
C  0.62799  1.23263  -6.99679
C  1.19418  -0.05444  6.40174
C  -0.36512  3.74692  -3.14342
C  1.33977  -0.86510  5.07669
C  3.60893  4.80357  1.13750
C  -0.24423  -0.22866  6.90450
C  -1.86181  -4.08805  -3.17477
C  -1.92920  -5.23875  -0.30252
C  -3.57380  0.61726  3.98160
C  -2.75012  -0.84864  -1.73258
C  2.26904  4.74485  3.24524
C  -3.03710  -1.23807  2.42867
C  -4.12799  -1.44729  -1.93099
C  1.24650  -2.29745  5.33219
C  4.38948  -0.57819  1.88599
C  -0.69633  3.22929  -1.77243
C  5.90246  -0.97621  -0.15882
C  -3.75102  -2.42979  3.05483
C  0.60911  0.68312  -5.52636
C  5.41391  -0.66316  2.87934
C  4.65880  -1.45687  0.65265
C  3.53283  5.30384  2.51331
C  -3.19825  2.81757  -1.75498
C  1.84051  -1.31144  -6.17507
C  0.69470  -0.83260  -5.45356
C  -3.63670  -1.47987  -4.44295
C  -0.78633  -3.98355  -2.19406
C  -3.69344  0.10708  2.60637
C  -2.09327  3.69225  -1.32518
C  -0.74738  -5.18947  -1.27362
C  1.97966  5.55050  4.43596
H  3.44118  -1.04200  2.38217
H  -2.82474  -5.64092  -0.80750
H  -4.67217  0.04487  -3.42602
H  1.40517  4.71162  2.59188
H  -3.55023  -2.56016  -4.35497
H  5.85645  0.00934  -0.56078
H  -0.70727  -6.12058  -1.92138
H  -2.66984  -1.07045  -4.20965
H  -3.93230  -1.27182  -5.50345
H  2.31172  -0.68082  4.68117
H  -0.42709  4.84939  -3.08669
H  3.39890  3.75978  1.06499
H  4.45877  4.99700  3.05509
H  0.61160  3.52832  -3.62671
H  -4.58893  -2.69659  2.44335
H  1.46554  0.76474  -7.56458
H  -0.31139  0.96253  -5.00626
H  -2.10307  -1.14985  2.95138
H  0.74174  -1.17214  -4.39213
H  -4.18140  -2.12879  4.02873
H  -1.12667  3.46511  -3.83381
H  4.30419  0.47594  1.56730
H  -4.74716  0.07693  2.41451
H  1.30274  1.03059  6.18889
H  4.78863  -2.48401  0.96758
H  0.02956  3.63753  -1.05769
H  -4.11319  -2.53351  -1.59883
H  -0.25699  0.98479  -7.57627
H  -3.00872  -3.23913  3.26548
H  -2.39437  4.68529  -1.66172
H  -0.78025  -3.01674  -1.63012
H  0.10320  -5.12058  -0.65170
H  -0.63009  2.13313  -1.74659
H  -0.90700  0.28674  6.21737
H  -1.76106  -5.91118  0.48713
H  3.80771  -1.40205  0.00235
H  3.47484  6.40867  2.57520
H  -3.27994  0.89034  2.00018
H  0.53445  -0.60849  4.37692
H  4.56051  4.91022  0.64773
H  0.71647  2.33351  -6.97677
H  -2.12403  3.67362  -0.23118
H  6.74395  -0.99444  0.51217
H  -2.08577  -4.25736  0.14169
H  -0.50528  -1.27921  6.87412
H  -4.72817  -0.94641  -1.20688
H  1.96753  -0.45625  7.11175
H  -5.63990  -1.40161  -3.51945
H  0.08692  -3.94843  -2.82051
H  -0.20192  -1.36677  -5.93518
H  6.18339  -1.65993  -0.98838
H  2.82148  5.21689  0.48223
H  1.35924  1.11797  -4.90368
H  -2.86496  -1.38228  1.35610
H  -0.40303  0.11111  7.94605
H  2.32296  3.72407  3.64499

Force components x, y, z for each atom (eV/Å):
Hg -0.181 0.502 0.147
I -0.108 -0.828 0.367
I 0.294 0.332 -0.623
I -0.237 0.187 -0.020
N -0.474 0.219 0.226
N 0.591 -0.172 0.589
N 0.029 -0.313 0.137
N 0.658 1.244 0.068
N 0.104 0.531 1.534
N 0.556 -0.146 -0.400
N -0.081 -0.817 -0.688
N -0.839 -0.695 -0.408
C -0.773 0.049 -0.410
C 0.708 -0.207 0.712
C -0.275 -0.256 -0.073
C 0.546 1.404 -0.532
C -0.297 0.315 1.124
C -0.892 -0.185 -2.012
C 0.408 -0.132 0.572
C -0.079 -0.214 0.157
C -0.655 0.176 -1.540
C -0.008 -0.658 -1.449
C -0.245 -1.226 -0.249
C 0.292 -0.006 0.745
C 0.386 -0.181 -0.033
C 1.351 0.389 0.054
C -1.064 -1.570 -0.152
C -1.988 -1.183 -0.298
C 0.479 -0.191 0.216
C 0.004 -1.661 0.428
C 0.464 0.532 0.996
C -1.400 0.216 -1.039
C 0.376 0.319 0.120
C 1.215 0.842 -0.707
C 0.112 0.211 2.010
C 0.988 0.628 0.514
C 0.330 -0.477 0.155
C -1.504 -0.878 0.241
C -0.774 -1.043 -0.429
C -0.032 0.876 0.217
C -0.533 0.392 1.071
C -0.324 -0.637 0.238
C -1.123 -1.086 -0.626
C 0.087 1.194 0.487
H 1.223 1.380 -0.853
H 0.063 0.621 0.134
H -0.075 0.071 0.596
H -0.188 0.251 -0.190
H 0.092 0.245 -0.395
H -0.533 0.823 -0.245
H 0.088 0.924 0.920
H 0.547 0.298 -0.276
H 0.093 0.230 1.064
H 0.631 0.327 -0.765
H 0.121 -0.247 -0.184
H -0.083 -1.066 0.309
H -0.741 0.270 -0.076
H -0.485 -0.285 0.830
H -0.371 -0.758 -0.385
H -0.318 0.629 0.471
H -0.158 0.083 -0.254
H 0.898 -0.045 -0.278
H 0.024 0.208 -0.710
H 0.278 -0.151 -0.240
H -0.649 -0.382 -0.739
H -0.478 -0.411 0.340
H -0.788 -0.081 -0.391
H 0.562 -0.729 0.127
H 0.056 -0.263 0.020
H -0.148 -0.310 -0.017
H 0.145 1.140 -1.001
H -0.351 -0.104 0.255
H -0.911 0.401 -0.488
H 0.461 0.190 0.021
H -0.340 -0.764 -0.440
H 1.331 0.002 0.258
H -0.049 0.262 0.220
H -0.269 0.194 0.105
H 0.509 -0.919 1.122
H -0.589 -0.099 -0.165
H 0.133 -0.535 -0.150
H 0.421 0.186 -0.620
H 0.414 0.051 -0.046
H 0.472 0.463 -0.103
H 0.135 -0.524 -0.146
H -0.081 0.115 -0.071
H 0.585 0.053 0.333
H -0.257 0.083 -0.083
H -0.172 -0.318 0.101
H -0.747 0.411 0.567
H -0.712 0.737 -0.489
H 0.676 -0.082 0.119
H 0.765 -0.019 -0.136
H 1.015 0.942 0.732
H -0.487 0.294 0.450
H 0.361 0.245 0.211
H 0.935 0.263 0.121
H 0.220 -0.138 0.227
H 0.098 0.065 -0.618
H 0.533 -0.029 -0.535

**Net charge**: -1
**Gap between HOMO and LUMO**: 8.35 eV
**HOMO energy**: -6.466 eV